[1]
A 13-piece molecular cluster, C41H96B2F23N6O27S5 overall, computed with the ωB97M-V functional and the def2-TZVPD basis.

CARTESIAN COORDINATES (ANGSTROEM)
1 C -5.207 -5.480 -2.540
2 O -4.088 -6.129 -1.838
3 C -3.768 -5.444 -0.668
4 C -2.864 -6.260 0.299
5 N -3.387 -7.701 0.413
6 H -3.163 -8.195 -0.439
7 H -2.754 -8.243 0.984
8 C -4.689 -8.117 1.041
9 C -5.061 -7.339 2.253
10 O -4.128 -7.714 3.263
11 C -4.230 -6.877 4.329
12 H -5.945 -5.154 -1.807
13 H -5.737 -6.268 -3.075
14 H -4.908 -4.755 -3.297
15 H -4.684 -5.180 -0.140
16 H -3.329 -4.467 -0.867
17 H -2.825 -5.895 1.325
18 H -1.866 -6.337 -0.131
19 H -4.543 -9.188 1.183
20 H -5.445 -7.958 0.272
21 H -6.062 -7.714 2.468
22 H -5.163 -6.279 2.023
23 H -5.148 -7.111 4.868
24 H -4.200 -5.800 4.161
25 H -3.472 -7.218 5.034
26 C -8.284 1.378 0.321
27 O -6.875 1.489 0.297
28 C -6.217 0.906 1.418
29 C -4.677 1.165 1.311
30 N -4.341 2.599 1.028
31 H -3.389 2.630 0.693
32 H -4.769 2.770 0.129
33 C -4.638 3.709 2.052
34 C -4.676 5.107 1.481
35 O -5.415 5.171 0.209
36 C -5.208 6.384 -0.535
37 H -8.721 2.070 -0.399
38 H -8.626 1.774 1.277
39 H -8.771 0.408 0.424
40 H -6.398 -0.158 1.571
41 H -6.619 1.386 2.311
42 H -4.246 0.594 0.489
43 H -4.098 0.866 2.185
44 H -3.983 3.694 2.923
45 H -5.544 3.405 2.577
46 H -3.625 5.384 1.405
47 H -5.178 5.676 2.264
48 H -5.657 6.384 -1.528
49 H -4.169 6.584 -0.798
50 H -5.508 7.337 -0.100
51 C 6.730 -1.612 0.357
52 O 5.644 -2.372 0.952
53 C 6.210 -3.312 1.915
54 C 5.163 -4.329 2.419
55 N 3.859 -3.591 2.802
56 H 4.117 -2.753 3.302
57 H 3.358 -3.435 1.939
58 C 2.980 -4.507 3.626
59 C 1.696 -3.744 4.104
60 O 1.186 -3.057 2.991
61 C 0.169 -3.833 2.367
62 H 6.208 -1.004 -0.383
63 H 7.484 -2.258 -0.092
64 H 7.239 -0.981 1.085
65 H 6.613 -2.729 2.744
66 H 7.081 -3.802 1.480
67 H 5.519 -4.877 3.291
68 H 4.817 -5.001 1.634
69 H 3.657 -4.824 4.419
70 H 2.646 -5.282 2.937
71 H 1.895 -3.049 4.920
72 H 1.111 -4.553 4.543
73 H 0.426 -4.881 2.219
74 H -0.127 -3.536 1.361
75 H -0.765 -3.662 2.904
76 C 1.131 8.693 3.325
77 O 1.900 8.158 4.417
78 C 1.025 7.691 5.432
79 C 1.781 6.760 6.460
80 N 2.411 5.615 5.705
81 H 1.785 5.172 5.047
82 H 3.167 6.010 5.164
83 C 3.063 4.645 6.717
84 C 3.624 3.428 5.973
85 O 2.647 2.742 5.165
86 C 3.050 1.455 4.722
87 H 0.643 7.867 2.809
88 H 1.772 9.233 2.629
89 H 0.332 9.395 3.564
90 H 0.233 7.060 5.030
91 H 0.509 8.490 5.965
92 H 1.046 6.316 7.131
93 H 2.488 7.403 6.984
94 H 2.256 4.446 7.422
95 H 3.900 5.195 7.149
96 H 4.017 2.722 6.704
97 H 4.432 3.715 5.299
98 H 2.285 0.927 4.154
99 H 3.378 0.890 5.595
100 H 3.891 1.621 4.048
101 C 7.145 4.267 -5.023
102 O 5.895 3.770 -4.772
103 C 5.318 2.769 -5.640
104 C 3.940 2.380 -5.111
105 N 4.213 1.577 -3.837
106 H 4.788 0.754 -3.946
107 H 4.770 2.205 -3.275
108 C 3.022 1.218 -3.032
109 C 1.941 0.255 -3.726
110 O 2.680 -0.903 -4.005
111 C 2.112 -1.770 -4.957
112 H 7.478 5.022 -4.311
113 H 7.244 4.738 -6.000
114 H 7.887 3.470 -4.982
115 H 6.023 1.943 -5.732
116 H 5.233 3.367 -6.547
117 H 3.317 1.804 -5.795
118 H 3.352 3.293 -5.018
119 H 2.485 2.120 -2.738
120 H 3.338 0.816 -2.069
121 H 1.469 0.666 -4.618
122 H 1.216 -0.036 -2.966
123 H 2.685 -2.689 -5.073
124 H 2.071 -1.176 -5.870
125 H 1.092 -2.062 -4.706
126 C -2.116 0.074 -4.224
127 O -1.195 -0.910 -3.856
128 C -1.760 -1.953 -2.993
129 C -1.735 -1.539 -1.456
130 N -0.326 -0.891 -1.092
131 H 0.413 -1.422 -1.530
132 H -0.275 -0.004 -1.571
133 C -0.110 -0.767 0.400
134 C 1.371 -0.723 0.845
135 O 2.027 0.186 0.064
136 C 3.209 0.766 0.639
137 H -2.837 -0.393 -4.894
138 H -1.527 0.887 -4.649
139 H -2.626 0.457 -3.340
140 H -1.073 -2.788 -3.129
141 H -2.722 -2.305 -3.367
142 H -1.654 -2.417 -0.815
143 H -2.549 -0.898 -1.118
144 H -0.657 -1.505 0.987
145 H -0.637 0.160 0.626
146 H 1.899 -1.632 0.556
147 H 1.560 -0.608 1.912
148 H 3.471 1.641 0.045
149 H 3.932 -0.030 0.462
150 H 3.171 0.937 1.715
151 C 4.077 -3.287 -1.703
152 F 4.159 -3.585 -3.017
153 F 5.090 -3.917 -1.083
154 F 4.072 -1.921 -1.650
155 S 2.358 -3.976 -1.059
156 O 2.349 -4.112 0.427
157 O 1.315 -3.076 -1.595
158 O 2.234 -5.289 -1.662
159 C -0.585 0.946 -7.603
160 F -0.169 -0.059 -6.752
161 F -0.642 0.484 -8.938
162 F -1.797 1.282 -7.221
163 S 0.571 2.512 -7.381
164 O 0.453 2.891 -5.942
165 O 1.915 2.107 -7.842
166 O -0.016 3.532 -8.262
167 C -0.512 2.180 3.451
168 F 0.607 2.065 2.724
169 F -1.499 1.561 2.781
170 F -0.346 1.473 4.574
171 S -0.976 4.117 3.711
172 O -1.429 4.577 2.383
173 O -2.064 4.021 4.723
174 O 0.268 4.738 4.178
175 C -5.601 -2.015 -5.579
176 F -5.792 -0.762 -5.757
177 F -4.594 -2.457 -6.418
178 F -5.327 -2.347 -4.328
179 S -7.300 -2.894 -6.012
180 O -8.286 -1.969 -5.423
181 O -7.397 -3.016 -7.454
182 O -7.235 -4.242 -5.399
183 C 7.186 3.416 0.821
184 F 6.998 2.146 1.206
185 F 6.521 4.291 1.514
186 F 8.484 3.789 0.902
187 S 6.576 3.484 -1.080
188 O 5.548 2.425 -1.283
189 O 5.996 4.782 -1.282
190 O 7.801 3.158 -1.831
191 B -3.791 -2.282 1.229
192 F -3.155 -1.051 1.399
193 F -5.009 -2.389 1.936
194 F -4.118 -2.386 -0.105
195 F -2.877 -3.306 1.611
196 B -1.488 2.339 -1.412
197 F -0.948 2.321 -0.152
198 F -1.816 3.632 -1.708
199 F -0.548 1.845 -2.271
200 F -2.614 1.543 -1.394

Output
Total charge: -1
HOMO-LUMO gap: 5.610 eV
E: -8317.52332 Eh
HOMO energy: -5.349 eV

Here are the Löwdin charges for atoms 1 to 8, given in e: -0.02 -0.18 -0.23 -0.03 0.06 0.17 0.16 -0.09

***

[2]
A 10-piece molecular cluster, C42H102N10O6 overall, computed with the ωB97M-V functional and the def2-TZVPD basis.

CARTESIAN COORDINATES (ANGSTROEM)
1 C -0.232 -1.614 -6.442
2 C -1.115 -2.047 -7.637
3 N -2.518 -1.757 -7.404
4 C -3.361 -2.520 -8.273
5 C -3.849 -3.712 -7.504
6 C -2.823 -0.298 -7.506
7 C -4.142 -0.163 -6.710
8 H -0.475 -1.943 -5.432
9 H -0.179 -0.531 -6.334
10 H 0.788 -1.962 -6.604
11 H -0.572 -1.838 -8.559
12 H -1.120 -3.137 -7.615
13 H -4.098 -1.912 -8.798
14 H -2.767 -2.878 -9.114
15 H -4.130 -4.513 -8.187
16 H -3.070 -4.107 -6.852
17 H -4.679 -3.426 -6.858
18 H -2.874 0.054 -8.537
19 H -1.943 0.160 -7.055
20 H -4.173 -0.885 -5.894
21 H -4.998 -0.257 -7.378
22 H -4.135 0.786 -6.173
23 C 3.958 -2.510 -0.190
24 C 4.042 -3.843 0.515
25 N 3.879 -5.019 -0.397
26 C 2.582 -5.101 -0.930
27 C 2.251 -6.111 -2.042
28 C 4.316 -6.108 0.448
29 C 3.249 -6.560 1.501
30 H 4.182 -1.639 0.427
31 H 2.943 -2.275 -0.510
32 H 4.607 -2.446 -1.063
33 H 4.990 -3.876 1.053
34 H 3.256 -3.789 1.269
35 H 1.827 -5.110 -0.144
36 H 2.437 -4.126 -1.396
37 H 1.164 -6.042 -1.991
38 H 2.685 -5.793 -2.989
39 H 2.506 -7.157 -1.874
40 H 5.358 -6.129 0.767
41 H 4.345 -6.970 -0.218
42 H 3.555 -7.488 1.984
43 H 2.396 -6.995 0.980
44 H 2.948 -5.770 2.189
45 C -0.592 -0.494 8.053
46 C 0.785 0.013 7.901
47 N 1.074 0.610 6.649
48 C 1.114 -0.379 5.600
49 C 1.327 0.344 4.249
50 C 2.410 1.272 6.797
51 C 2.273 2.723 7.468
52 H -0.797 -0.663 9.110
53 H -0.984 -1.364 7.525
54 H -1.101 0.431 7.784
55 H 1.002 0.634 8.770
56 H 1.404 -0.850 8.145
57 H 1.946 -1.031 5.863
58 H 0.174 -0.929 5.559
59 H 2.377 0.287 3.962
60 H 0.916 -0.325 3.493
61 H 0.774 1.283 4.212
62 H 2.890 1.539 5.856
63 H 3.131 0.614 7.284
64 H 2.197 2.615 8.550
65 H 1.487 3.379 7.095
66 H 3.148 3.372 7.429
67 C 1.858 0.761 0.492
68 C 0.347 0.884 0.675
69 N -0.460 0.271 -0.424
70 C -0.305 0.840 -1.818
71 C -1.151 0.283 -3.029
72 C -0.409 -1.198 -0.373
73 C -0.809 -1.792 0.985
74 H 2.357 1.147 1.381
75 H 2.139 1.416 -0.332
76 H 2.077 -0.305 0.441
77 H -0.019 0.634 1.671
78 H 0.175 1.960 0.656
79 H 0.741 0.702 -2.091
80 H -0.447 1.914 -1.696
81 H -1.114 -0.789 -3.222
82 H -0.785 0.736 -3.950
83 H -2.130 0.719 -2.832
84 H -1.027 -1.601 -1.175
85 H 0.576 -1.590 -0.627
86 H -0.902 -2.877 0.937
87 H -0.015 -1.595 1.705
88 H -1.731 -1.428 1.438
89 C -0.762 5.683 -1.329
90 O -1.159 4.679 -1.959
91 N 0.533 6.021 -1.326
92 C 0.829 7.188 -0.449
93 C 1.647 5.231 -1.848
94 H -1.395 6.353 -0.726
95 H 1.633 7.737 -0.940
96 H 0.989 6.941 0.600
97 H 0.015 7.896 -0.601
98 H 2.240 4.943 -0.980
99 H 1.147 4.351 -2.254
100 H 2.393 5.683 -2.501
101 C -2.063 4.092 1.384
102 O -1.534 5.125 1.789
103 N -3.075 3.909 0.537
104 C -3.545 2.512 0.280
105 C -3.732 5.029 -0.181
106 H -1.760 3.106 1.769
107 H -4.565 2.474 0.663
108 H -2.866 1.762 0.685
109 H -3.643 2.304 -0.786
110 H -3.755 4.871 -1.259
111 H -4.786 4.890 0.060
112 H -3.378 6.011 0.134
113 C -2.483 -3.795 6.310
114 O -1.778 -4.881 6.180
115 N -2.664 -2.859 5.386
116 C -3.353 -1.607 5.872
117 C -1.948 -2.769 4.114
118 H -2.955 -3.558 7.276
119 H -4.033 -1.583 6.724
120 H -3.967 -1.317 5.019
121 H -2.638 -0.789 5.787
122 H -1.220 -3.518 3.806
123 H -2.677 -2.784 3.304
124 H -1.471 -1.796 3.994
125 C 4.107 1.535 -2.640
126 O 4.996 0.750 -2.663
127 N 3.030 1.366 -3.420
128 C 2.095 2.452 -3.637
129 C 2.904 0.161 -4.207
130 H 3.932 2.325 -1.894
131 H 1.479 2.470 -2.738
132 H 1.552 2.446 -4.582
133 H 2.599 3.417 -3.695
134 H 1.875 -0.019 -4.519
135 H 3.391 0.260 -5.177
136 H 3.347 -0.743 -3.789
137 C -3.901 -3.077 -0.995
138 O -4.580 -3.039 0.087
139 N -4.128 -2.056 -1.892
140 C -4.067 -2.404 -3.346
141 C -4.548 -0.797 -1.406
142 H -3.330 -3.886 -1.477
143 H -3.258 -3.115 -3.512
144 H -3.520 -1.642 -3.902
145 H -4.997 -2.662 -3.850
146 H -4.098 -0.058 -2.070
147 H -5.614 -0.575 -1.366
148 H -4.206 -0.623 -0.386
149 C 3.061 5.338 4.700
150 O 2.824 6.496 5.124
151 N 2.839 4.864 3.477
152 C 2.333 5.669 2.350
153 C 3.219 3.496 3.194
154 H 3.393 4.515 5.352
155 H 1.542 6.336 2.695
156 H 1.754 4.926 1.801
157 H 2.921 6.189 1.595
158 H 3.984 3.242 3.928
159 H 2.391 2.837 3.452
160 H 3.528 3.255 2.177

Output
Total charge: +1
Energy relative to the best compared isomer or geometry (same formula, charge and spin): 103.14 kcal per mole
HOMO-LUMO gap (alpha / beta): 8.238 / 3.552 eV
2S+1: 2
E: -2659.89458 Eh
HOMO energy (alpha / beta): -10.472 / -10.472 eV

Here are the Löwdin charges for atoms 1 to 8, given in e: -0.10 -0.25 -0.22 -0.29 -0.08 -0.21 -0.07 0.05

***

- The lowest total charge belongs to which entry?
  C41H96B2F23N6O27S5

***

- Which of these has the highest E?
  C42H102N10O6

***

- The lowest total charge belongs to which entry?
  C41H96B2F23N6O27S5

***

- Which of these has the highest E?
  C42H102N10O6